## a
# CH3NOP2S

An isolated molecule of CH3NOP2S (ωB97M-V/def2-TZVPD, OMol25).

Values from the calculation:
- spin multiplicity = 1
- SMILES string = PO[PH]#CN=S
- LUMO (alpha / beta) (eV) = -0.7 / -0.7
- gap between HOMO and LUMO (alpha / beta) (Ha) = 0.2865 / 0.2865

Each line ends with the Löwdin charge.
Atoms and positions in Å:
1 C 1.934 -0.357 1.451  -0.35
2 N 2.304 -0.096 2.555  -0.65
3 O 0.482 -0.201 -0.657  -0.95
4 P 0.823 -1.300 0.491  0.80
5 P -0.782 0.848 -0.956  0.74
6 S 3.093 0.652 3.687  0.56
7 H -1.677 0.432 0.221  -0.09
8 H 1.951 -1.920 -0.395  0.01
9 H -0.279 1.931 0.008  -0.08



## b
# CH3NOP2S

An isolated molecule of CH3NOP2S (ωB97M-V/def2-TZVPD, OMol25).

Values from the calculation:
- spin multiplicity = 1
- LUMO (alpha / beta) (eV) = -1.3 / -1.2
- gap between HOMO and LUMO (alpha / beta) (Ha) = 0.2604 / 0.2737

Each line ends with the Löwdin charge.
Atoms and positions in Å:
1 C 0.805 -1.205 0.867  -0.42
2 N 1.608 -1.658 0.008  -0.61
3 O -0.571 0.689 -0.246  -0.98
4 P -0.964 -0.640 0.434  0.77
5 P -0.265 2.283 0.193  0.79
6 S 1.652 -2.248 -1.443  0.62
7 H 1.244 -1.203 1.846  0.06
8 H -0.848 -1.251 -0.829  -0.07
9 H 0.829 2.085 -0.665  -0.14



## c
# CH3NOP2S

An isolated molecule of CH3NOP2S (ωB97M-V/def2-TZVPD, OMol25).

Values from the calculation:
- spin multiplicity = 1
- LUMO (alpha / beta) (eV) = -0.8 / -1.5
- gap between HOMO and LUMO (alpha / beta) (Ha) = 0.2883 / 0.2425

Each line ends with the Löwdin charge.
Atoms and positions in Å:
1 C -1.240 -1.049 0.558  -0.47
2 N -2.257 -0.453 0.212  -0.62
3 O 0.960 0.571 -0.196  -0.99
4 P 0.460 -0.312 1.084  0.80
5 P 1.791 0.048 -1.466  0.70
6 S -2.717 0.951 -0.246  0.66
7 H -1.311 -2.205 0.630  0.09
8 H 0.155 0.851 1.870  -0.05
9 H 1.992 1.484 -1.900  -0.11



Which structure wins on stability? a wins.



## a
# CH4N2

An isolated molecule of CH4N2 (ωB97M-V/def2-TZVPD, OMol25).

Values from the calculation:
- spin multiplicity = 1
- SMILES string = C=NN
- LUMO (eV) = 1.1
- gap between HOMO and LUMO (Ha) = 0.3606

Each line ends with the Löwdin charge.
Atoms and positions in Å:
1 C -0.209 -0.262 -1.041  -0.15
2 H 0.999 -0.280 1.433  0.17
3 H -0.402 0.741 1.915  0.16
4 H -0.904 -0.218 -2.018  0.09
5 H 0.817 -0.700 -1.278  0.07
6 N 0.185 0.403 1.000  -0.10
7 N -0.485 0.316 -0.011  -0.24



## b
# CH4N2

An isolated molecule of CH4N2 (ωB97M-V/def2-TZVPD, OMol25).

Values from the calculation:
- spin multiplicity = 1
- SMILES string = C=NN
- LUMO (eV) = 1.3
- gap between HOMO and LUMO (Ha) = 0.3625

Each line ends with the Löwdin charge.
Atoms and positions in Å:
1 C -1.030 -0.062 -0.387  -0.08
2 H 1.899 0.465 0.174  0.07
3 H 0.988 -0.230 1.297  0.12
4 H -1.668 0.120 -1.267  0.05
5 H -1.435 -0.646 0.410  0.04
6 N 1.059 -0.008 0.302  -0.04
7 N 0.187 0.359 -0.529  -0.15



## c
# CH4N2

An isolated molecule of CH4N2 (ωB97M-V/def2-TZVPD, OMol25).

Values from the calculation:
- spin multiplicity = 1
- SMILES string = [H]/N=C\N
- LUMO (eV) = 0.9
- gap between HOMO and LUMO (Ha) = 0.3810

Each line ends with the Löwdin charge.
Atoms and positions in Å:
1 C 0.322 0.430 -0.031  -0.47
2 H -1.810 0.394 0.041  0.13
3 H -0.950 -1.169 0.295  0.16
4 H 0.187 1.554 0.040  0.12
5 H 1.612 -1.044 -0.071  0.02
6 N -0.882 -0.130 -0.180  0.00
7 N 1.522 -0.035 -0.094  0.05



Which structure wins on stability? c wins.



## a
# C6H9N3O2

An isolated molecule of C6H9N3O2 (ωB97M-V/def2-TZVPD, OMol25).

Values from the calculation:
- spin multiplicity = 1
- SMILES string = Cn1nc(CN)c(O)cc1=O
- LUMO (eV) = 0.5
- gap between HOMO and LUMO (Ha) = 0.3363

Each line ends with the Löwdin charge.
Atoms and positions in Å:
1 C -1.221 0.340 -1.526  0.07
2 C -0.223 -0.541 -1.286  -0.23
3 C 0.515 -0.375 0.084  -0.18
4 C -1.597 1.364 -0.581  -0.45
5 C -1.189 2.334 1.628  -0.02
6 C 1.728 -1.200 0.409  -0.19
7 N 0.124 0.529 0.906  0.13
8 N -0.879 1.346 0.616  -0.11
9 N 1.700 -2.503 -0.261  -0.01
10 O 0.131 -1.499 -2.139  0.06
11 O -2.469 2.196 -0.759  0.04
12 H -1.771 0.294 -2.455  0.13
13 H -1.220 1.863 2.607  0.09
14 H -0.442 3.129 1.625  0.09
15 H -2.161 2.760 1.381  0.08
16 H 1.826 -1.263 1.502  0.12
17 H 2.606 -0.662 0.033  0.13
18 H 1.082 -3.151 0.216  0.10
19 H 2.627 -2.912 -0.293  0.09
20 H 0.833 -2.049 -1.708  0.06



## b
# C6H9N3O2

A 2-piece molecular cluster, C6H9N3O2 overall (ωB97M-V/def2-TZVPD, OMol25).

Values from the calculation:
- spin multiplicity = 1
- LUMO (alpha / beta) (eV) = -0.5 / -0.2
- gap between HOMO and LUMO (alpha / beta) (Ha) = 0.3106 / 0.2471

Each line ends with the Löwdin charge.
Atoms and positions in Å:
1 C 1.967 -0.308 -0.055  -0.10
2 C 1.180 -1.307 0.722  -0.07
3 C 1.626 0.965 -0.189  -0.06
4 C -0.089 -0.921 0.906  -0.12
5 C 0.324 1.550 0.321  -0.18
6 C -0.541 0.370 0.708  -0.34
7 N -0.751 -0.266 -1.639  0.07
8 N -1.829 0.751 0.891  0.13
9 N 0.495 2.289 1.600  -0.38
10 O -0.419 3.024 1.889  0.08
11 O 1.513 2.134 2.186  0.13
12 H 3.036 -0.519 -0.060  0.11
13 H 1.595 -2.304 0.893  0.11
14 H 2.228 1.679 -0.750  0.12
15 H -0.795 -1.511 1.561  0.14
16 H -0.157 2.131 -0.454  0.15
17 H -1.772 -0.471 -1.495  0.01
18 H -0.119 -1.032 -1.795  -0.02
19 H -1.930 1.746 0.523  0.14
20 H -2.531 0.238 1.420  0.12



Which structure wins on stability? a wins.



## a
# C4H6S

An isolated molecule of C4H6S (ωB97M-V/def2-TZVPD, OMol25).

Values from the calculation:
- spin multiplicity = 1
- SMILES string = C=C/C=C/S
- LUMO (eV) = 0.7
- gap between HOMO and LUMO (Ha) = 0.3300

Each line ends with the Löwdin charge.
Atoms and positions in Å:
1 C 0.958 -0.918 -0.260  -0.18
2 C 1.085 0.478 0.002  -0.23
3 C -0.222 -1.375 0.161  0.00
4 C -0.097 1.080 0.130  -0.61
5 S -0.197 2.755 0.657  0.73
6 H 1.647 -1.232 -0.994  0.09
7 H 1.955 1.111 0.186  0.10
8 H -0.658 -2.293 -0.310  0.08
9 H -0.799 -0.701 0.762  0.04
10 H -0.900 0.915 -0.574  0.07
11 H -1.240 2.891 -0.241  -0.11



## b
# C4H6S

A 2-piece molecular cluster, C4H6S overall (ωB97M-V/def2-TZVPD, OMol25).

Values from the calculation:
- spin multiplicity = 1
- SMILES string = C#CC.C=S
- LUMO (eV) = -0.2
- gap between HOMO and LUMO (Ha) = 0.3094

Each line ends with the Löwdin charge.
Atoms and positions in Å:
1 C -1.302 -1.149 0.531  0.11
2 C -1.193 -0.512 -0.506  -0.25
3 C 2.374 0.810 2.003  -0.52
4 C -1.242 -0.046 -1.848  -0.12
5 S 1.677 0.746 0.537  0.61
6 H -1.681 -1.683 1.261  -0.03
7 H 2.769 -0.138 2.328  -0.01
8 H 2.327 1.838 2.301  -0.02
9 H -2.184 0.409 -2.114  0.08
10 H -1.202 -0.871 -2.526  0.07
11 H -0.343 0.597 -1.966  0.08



Which structure wins on stability? a wins.



## a
# C4H6S

An isolated molecule of C4H6S (ωB97M-V/def2-TZVPD, OMol25).

Values from the calculation:
- spin multiplicity = 1
- SMILES string = C=C(C)C=S
- LUMO (eV) = -0.4
- gap between HOMO and LUMO (Ha) = 0.3061

Each line ends with the Löwdin charge.
Atoms and positions in Å:
1 C 0.469 1.308 -0.026  -0.06
2 C 0.148 -0.164 -0.114  -0.45
3 C 0.939 -1.088 0.143  0.03
4 C -1.275 -0.635 -0.245  -0.63
5 H -0.406 1.910 -0.312  0.06
6 H 1.167 1.705 -0.710  0.06
7 H 0.488 1.598 1.047  0.10
8 H 1.977 -0.903 0.516  0.11
9 H 0.535 -2.062 0.212  0.06
10 H -1.319 -1.706 -0.614  0.06
11 S -2.724 0.037 0.105  0.66



## b
# C4H6S

A 2-piece molecular cluster, C4H6S overall (ωB97M-V/def2-TZVPD, OMol25).

Values from the calculation:
- spin multiplicity = 1
- LUMO (alpha / beta) (eV) = -0.7 / -0.4
- gap between HOMO and LUMO (alpha / beta) (Ha) = 0.2675 / 0.2853

Each line ends with the Löwdin charge.
Atoms and positions in Å:
1 C 0.255 -1.175 -2.114  -0.47
2 C -0.653 0.776 0.340  -0.23
3 C 0.298 0.112 1.358  -0.17
4 C 0.780 0.826 0.214  -0.08
5 S -1.239 -1.480 -1.762  0.69
6 H 1.046 -1.846 -2.197  -0.06
7 H -1.316 0.134 -0.337  -0.02
8 H -1.293 1.652 0.686  0.11
9 H 0.490 0.387 2.360  0.08
10 H 0.177 -0.969 1.229  0.09
11 H 1.455 1.583 0.221  0.05



Which structure wins on stability? a wins.



## a
# C4H6S

C4H6S as an isolated structure (ωB97M-V/def2-TZVPD, OMol25).

Values from the calculation:
- spin multiplicity = 1
- LUMO (eV) = 0.6
- gap between HOMO and LUMO (Ha) = 0.3472

Each line ends with the Löwdin charge.
Atoms and positions in Å:
1 C 1.229 -0.407 -0.422  -0.06
2 C 0.308 -1.192 0.148  -0.12
3 C 0.563 0.877 0.009  -0.19
4 C -0.431 -0.053 0.704  -0.40
5 S -2.485 0.054 -0.069  0.52
6 H 2.145 -0.584 -0.954  0.10
7 H 0.144 -2.251 0.206  0.10
8 H 1.135 1.521 0.677  0.11
9 H 0.151 1.478 -0.800  0.10
10 H -0.664 0.038 1.754  0.08
11 H -2.095 0.520 -1.254  -0.23



## b
# C4H6S

An isolated molecule of C4H6S (ωB97M-V/def2-TZVPD, OMol25).

Values from the calculation:
- spin multiplicity = 1
- SMILES string = CC#S#CC
- LUMO (alpha / beta) (eV) = -0.7 / -0.7
- gap between HOMO and LUMO (alpha / beta) (Ha) = 0.2794 / 0.2794

Each line ends with the Löwdin charge.
Atoms and positions in Å:
1 C -1.262 0.314 0.458  -0.38
2 C 1.231 0.414 0.507  -0.44
3 C -2.596 0.033 -0.038  -0.25
4 C 2.635 0.025 0.078  -0.25
5 S 0.078 -0.577 -0.130  0.85
6 H -3.469 0.108 0.695  0.10
7 H -2.843 -0.859 -0.561  0.04
8 H -2.674 0.902 -0.742  0.11
9 H 3.469 0.602 0.520  0.06
10 H 2.770 0.217 -0.999  0.06
11 H 2.662 -1.179 0.211  0.11



Which structure wins on stability? a wins.



## a
# C20H23N3O3

An isolated molecule of C20H23N3O3 (ωB97M-V/def2-TZVPD, OMol25).

Values from the calculation:
- spin multiplicity = 1
- SMILES string = CCCCOc1ccc(N2C(=O)C[C@H](NCc3ccncc3)C2=O)cc1
- LUMO (eV) = 0.7
- gap between HOMO and LUMO (Ha) = 0.3293

Each line ends with the Löwdin charge.
Atoms and positions in Å:
1 C -3.974 2.784 -4.762  -0.11
2 C -3.339 1.675 -3.931  -0.26
3 C -2.722 2.179 -2.628  -0.19
4 C -1.530 3.113 -2.860  -0.20
5 O -0.825 3.386 -1.662  -0.04
6 C -0.086 2.406 -1.088  -0.27
7 C 0.278 1.207 -1.694  -0.01
8 C 1.014 0.269 -0.996  -0.01
9 C 1.402 0.516 0.312  -0.18
10 C 1.087 1.730 0.911  0.00
11 C 0.351 2.662 0.215  0.01
12 H 0.086 3.604 0.667  0.12
13 H 1.398 1.931 1.923  0.12
14 N 2.040 -0.511 1.059  0.12
15 C 1.663 -0.837 2.352  -0.37
16 O 1.004 -0.158 3.093  0.11
17 C 2.176 -2.252 2.610  -0.24
18 N 1.177 -3.243 2.216  0.00
19 H 1.248 -3.427 1.219  0.10
20 C -0.212 -2.945 2.546  -0.15
21 C -0.904 -2.057 1.537  -0.21
22 C -0.943 -2.421 0.193  -0.02
23 C -1.551 -1.572 -0.715  -0.15
24 N -2.100 -0.417 -0.379  0.07
25 C -2.072 -0.072 0.897  -0.12
26 C -1.501 -0.853 1.890  -0.02
27 H -1.501 -0.519 2.915  0.11
28 H -2.529 0.879 1.133  0.11
29 H -1.603 -1.827 -1.766  0.11
30 H -0.517 -3.357 -0.141  0.11
31 H -0.735 -3.908 2.589  0.13
32 H -0.244 -2.491 3.537  0.13
33 C 3.378 -2.329 1.679  -0.02
34 C 3.017 -1.362 0.562  -0.40
35 O 3.493 -1.313 -0.539  0.12
36 H 4.287 -1.973 2.166  0.14
37 H 3.567 -3.330 1.294  0.13
38 H 2.404 -2.402 3.670  0.16
39 H 1.281 -0.660 -1.473  0.12
40 H -0.021 0.977 -2.703  0.11
41 H -1.868 4.096 -3.197  0.13
42 H -0.857 2.702 -3.623  0.12
43 H -3.476 2.713 -2.047  0.12
44 H -2.394 1.325 -2.030  0.08
45 H -2.572 1.171 -4.525  0.11
46 H -4.102 0.935 -3.682  0.11
47 H -4.474 2.365 -5.633  0.07
48 H -3.224 3.491 -5.109  0.07
49 H -4.711 3.325 -4.173  0.07



## b
# C20H23N3O3

An isolated molecule of C20H23N3O3 (ωB97M-V/def2-TZVPD, OMol25).

Values from the calculation:
- spin multiplicity = 1
- SMILES string = Cc1ccnc(C)c1C(=O)NC[C@@H]1Cc2ccccc2CN1C(=O)CO
- LUMO (eV) = 0.4
- gap between HOMO and LUMO (Ha) = 0.3551

Each line ends with the Löwdin charge.
Atoms and positions in Å:
1 C -2.014 1.129 2.334  -0.02
2 C -2.826 0.853 1.099  -0.21
3 C -4.209 0.738 1.150  -0.03
4 C -4.907 0.483 -0.017  -0.13
5 N -4.333 0.351 -1.210  0.10
6 C -3.008 0.467 -1.280  -0.27
7 C -2.382 0.360 -2.641  -0.01
8 C -2.225 0.703 -0.148  -0.07
9 C -0.737 0.842 -0.293  -0.47
10 O -0.198 1.880 -0.636  0.09
11 N -0.028 -0.281 -0.010  0.10
12 C 1.418 -0.292 -0.108  -0.10
13 C 1.901 -0.295 -1.565  -0.26
14 C 1.516 -1.569 -2.310  -0.07
15 C 2.245 -2.755 -1.742  -0.18
16 C 1.651 -4.011 -1.664  -0.04
17 C 2.334 -5.087 -1.122  -0.08
18 C 3.623 -4.908 -0.639  -0.08
19 C 4.214 -3.658 -0.702  -0.03
20 C 3.536 -2.576 -1.257  -0.16
21 C 4.236 -1.244 -1.334  -0.07
22 N 3.345 -0.121 -1.620  0.00
23 C 3.940 1.088 -1.781  -0.41
24 O 5.157 1.210 -1.753  0.06
25 C 3.072 2.315 -2.040  -0.18
26 O 3.841 3.474 -1.883  -0.04
27 H -1.225 1.853 2.131  0.09
28 H -2.643 1.520 3.131  0.08
29 H -1.541 0.215 2.698  0.09
30 H -4.738 0.852 2.087  0.11
31 H -5.987 0.388 0.002  0.11
32 H -2.033 1.340 -2.973  0.09
33 H -1.517 -0.308 -2.637  0.06
34 H -3.116 -0.011 -3.351  0.08
35 H -0.527 -1.113 0.252  0.15
36 H 1.812 0.597 0.388  0.14
37 H 1.792 -1.169 0.422  0.14
38 H 1.436 0.552 -2.065  0.13
39 H 0.437 -1.723 -2.251  0.11
40 H 1.759 -1.438 -3.368  0.14
41 H 0.640 -4.142 -2.034  0.11
42 H 1.862 -6.060 -1.070  0.10
43 H 4.164 -5.740 -0.207  0.10
44 H 5.217 -3.514 -0.315  0.12
45 H 4.776 -1.057 -0.401  0.14
46 H 5.001 -1.272 -2.114  0.14
47 H 2.655 2.231 -3.054  0.14
48 H 2.231 2.366 -1.346  0.11
49 H 4.747 3.230 -2.127  0.08



Which structure wins on stability? b wins.